Entry 1:
Below is a cluster of 2 separate species, C30H31F6N2O in total, with properties calculated with wB97M-V/def2-TZVPD.

Frontier orbital gap, Ha: 0.2171
Net charge: +1
HOMO energy, eV: -11.77

```
70
C30H31F6N2O | the Open Molecules 2025 dataset | wB97M-V/def2-TZVPD
F -5.194 1.612 2.839
C -5.152 0.363 2.275
F -6.162 -0.359 2.838
F -5.467 0.523 0.947
C -3.808 -0.282 2.440
C -3.710 -1.631 2.774
C -2.457 -2.183 2.990
C -1.272 -1.386 2.904
C 0.000 -1.923 3.309
C 1.234 -1.224 3.083
C 1.409 0.128 3.468
C 2.652 0.724 3.358
C 3.737 -0.032 2.930
C 5.098 0.589 2.873
F 6.077 -0.276 3.280
F 5.414 0.978 1.598
F 5.206 1.700 3.664
C 3.593 -1.355 2.519
C 2.352 -1.948 2.595
C -1.429 -0.071 2.383
C -2.677 0.487 2.195
H -4.614 -2.224 2.884
H -2.387 -3.251 3.211
H 0.056 -3.011 3.304
H 0.575 0.705 3.877
H 2.793 1.763 3.640
H 4.456 -1.914 2.167
H 2.220 -2.989 2.289
H -0.555 0.531 2.132
H -2.777 1.521 1.869
C 0.516 -5.863 6.015
N 0.792 -4.441 6.117
C -0.165 -3.443 5.717
C -1.441 -3.268 6.619
C -1.109 -3.464 8.094
C -2.439 -4.324 6.152
C -2.047 -1.883 6.410
N 0.633 -2.245 5.536
C 1.986 -2.441 6.053
C 2.229 -1.856 7.452
C 2.338 -0.355 7.539
C 3.291 0.321 6.771
C 3.378 1.714 6.829
C 2.557 2.437 7.703
C 1.665 1.754 8.538
C 1.570 0.361 8.472
C 2.082 -3.951 6.145
O 3.106 -4.621 6.241
H 1.464 -6.409 6.012
H -0.085 -6.179 6.874
H -0.044 -6.094 5.098
H -0.553 -3.769 4.742
H -0.487 -2.648 8.481
H -2.051 -3.464 8.661
H -0.601 -4.419 8.269
H -2.664 -4.198 5.084
H -2.051 -5.338 6.316
H -3.379 -4.214 6.708
H -2.209 -1.674 5.346
H -3.025 -1.845 6.910
H -1.428 -1.087 6.849
H 0.193 -1.371 5.841
H 2.710 -2.070 5.312
H 1.418 -2.214 8.104
H 3.180 -2.306 7.798
H 3.980 -0.249 6.144
H 4.100 2.231 6.197
H 2.627 3.526 7.746
H 1.046 2.304 9.251
H 0.910 -0.192 9.149
```

=====

Entry 2:
Below is a structure of composition C18H43NNbO9P2, with properties calculated with wB97M-V/def2-TZVPD.

Frontier orbital gap, Ha: 0.1770
Net charge: -1
HOMO energy, eV: -4.91

```
74
C18H43NNbO9P2 | the Open Molecules 2025 dataset | wB97M-V/def2-TZVPD
C 0.689 -9.608 -0.031
C -0.061 -8.650 0.136
Nb -1.749 -7.118 0.406
C -3.479 -5.677 0.695
C -4.615 -6.149 1.665
O -4.874 -5.437 2.634
N -5.434 -7.336 1.504
C -5.062 -8.431 2.426
C -5.545 -7.780 0.102
H 1.260 -10.560 0.023
H -0.964 -6.016 -0.854
H -0.734 -6.257 1.647
H -2.461 -8.225 1.665
H -2.631 -7.913 -0.979
H -3.028 -4.745 1.159
H -3.911 -5.323 -0.293
H -4.593 -9.316 1.920
H -6.021 -8.762 2.939
H -4.387 -8.094 3.262
H -5.986 -6.975 -0.559
H -6.321 -8.611 0.094
H -4.609 -8.235 -0.327
O -3.503 0.978 1.418
P -2.146 0.678 0.814
O -2.624 -0.415 -0.329
C -3.359 0.044 -1.451
C -2.526 0.931 -2.358
O -1.631 -0.378 1.973
C -2.288 -0.434 3.239
C -3.477 -1.384 3.221
O -0.566 0.589 0.192
C 0.099 1.799 -0.167
C -0.099 2.932 0.821
H -4.259 0.567 -1.116
H -3.679 -0.840 -2.006
H -2.331 1.895 -1.876
H -3.044 1.131 -3.298
H -1.563 0.467 -2.579
H -2.586 0.568 3.556
H -1.559 -0.784 3.973
H -4.082 -1.293 2.320
H -4.113 -1.216 4.093
H -3.129 -2.420 3.249
H -0.223 2.108 -1.165
H 1.164 1.568 -0.238
H -1.161 3.177 0.946
H 0.413 3.831 0.471
H 0.295 2.663 1.803
O 5.033 4.334 -2.391
P 4.821 5.582 -1.563
O 4.429 4.860 -0.129
C 5.444 4.184 0.598
C 6.496 5.137 1.133
O 3.295 5.926 -2.096
C 2.797 5.317 -3.286
C 2.156 3.967 -3.004
O 4.767 7.091 -0.782
C 5.891 7.963 -0.895
C 6.491 8.020 -2.286
H 5.901 3.415 -0.031
H 4.956 3.679 1.434
H 7.107 5.533 0.314
H 7.168 4.633 1.831
H 6.032 5.984 1.642
H 3.591 5.230 -4.030
H 2.050 5.989 -3.714
H 2.730 3.362 -2.303
H 2.023 3.404 -3.930
H 1.171 4.110 -2.548
H 6.653 7.671 -0.167
H 5.550 8.960 -0.609
H 6.819 7.031 -2.626
H 7.359 8.682 -2.296
H 5.760 8.391 -3.008
```

=====

Entry 3:
Below is a cluster of 2 separate species, C5H4N2S in total, with properties calculated with wB97M-V/def2-TZVPD.

Frontier orbital gap (alpha / beta), Ha: 0.2911 / 0.2911
Net charge: 0
Relative energy (zero: lowest compared OMol25 entry of this formula, charge and spin), eV: 3.155
HOMO energy (alpha / beta), eV: -9.11 / -9.11

```
12
C5H4N2S | the Open Molecules 2025 dataset | wB97M-V/def2-TZVPD
C 1.759 -1.687 0.483
C 1.251 -0.639 -1.584
C -0.959 -0.700 -0.274
C -0.812 -0.289 1.163
C 0.970 -1.678 -0.696
N 2.396 -1.791 1.436
N 1.557 0.290 -2.181
S -1.992 -0.650 -1.482
H -1.349 0.610 1.244
H -1.419 -0.938 1.744
H 0.178 -0.323 1.555
H 0.568 -2.588 -0.979
```

=====

Entry 4:
Below is an isolated molecule of C2H5PS, with properties calculated with wB97M-V/def2-TZVPD.

Frontier orbital gap (alpha / beta), Ha: 0.2754 / 0.2503
Net charge: 0
Relative energy (zero: lowest compared OMol25 entry of this formula, charge and spin), eV: 1.737
HOMO energy (alpha / beta), eV: -8.50 / -8.20

```
9
C2H5PS | the Open Molecules 2025 dataset | wB97M-V/def2-TZVPD
C 1.015 -0.585 0.370
C 0.118 0.425 -0.240
P -1.649 0.366 -0.097
S 1.095 0.130 2.070
H 0.584 -1.583 0.425
H 2.006 -0.598 -0.075
H 0.567 1.389 -0.449
H -1.842 -0.791 -0.851
H -1.894 1.245 -1.153
```